Run 1
Molecular formula: C2H12N2O3
Method: DFT, ωB97M-V/def2-TZVPD

The geometry in XYZ format:
```
19
C2H12N2O3 | the OMol25 dataset | ωB97M-V/def2-TZVPD
H -0.879 1.660 0.692
C 0.305 1.426 -1.545
O -2.957 0.435 -1.310
H 2.844 -0.845 1.178
H -0.120 -0.525 -0.788
H -0.652 1.351 -2.015
O 0.066 -3.793 1.315
C 1.610 0.314 0.134
H 2.144 1.272 0.136
H -2.688 0.067 -2.143
H -1.009 2.653 1.863
O -0.375 2.109 1.377
H 0.845 -3.230 1.456
H -3.821 0.206 -0.943
H -0.550 -3.080 1.114
H 1.187 1.560 -2.183
H 0.303 2.346 -0.886
N 0.442 0.287 -0.625
N 2.014 -0.792 0.601
```

Properties
SMILES: [H]/N=C/NC.O.O.O
HOMO energy (eV): -8.8
Orbital gap (eV): 9.1

=====

Run 2
Molecular formula: C2H12N2O3
Method: DFT, ωB97M-V/def2-TZVPD

The geometry in XYZ format:
```
19
C2H12N2O3 | the OMol25 dataset | ωB97M-V/def2-TZVPD
O -1.470 -2.100 3.698
H -1.566 -1.317 3.144
N -1.606 -0.994 -0.490
C -0.959 1.101 0.452
H 0.289 -0.564 0.433
H 0.583 2.169 1.308
H 1.299 1.421 -1.135
H -0.432 3.042 0.615
N 0.031 2.158 0.438
H -1.977 1.391 0.667
H 2.643 1.615 -1.814
H 2.218 -0.560 -2.364
H 1.620 -1.917 -2.331
O 1.862 -1.238 -2.971
H -0.616 -2.457 3.434
H -2.020 -0.590 -1.313
O 2.150 0.965 -1.292
C -0.658 -0.157 0.079
H -1.392 -1.969 -0.556
```

Properties
SMILES: N/C=C/N.O.O.O
HOMO energy (eV): -8.0
Orbital gap (eV): 8.6

=====

Relative energies, kcal/mol: run 1 0.0; run 2 7.7.

=====

Run 1
Molecular formula: C26H78O26
Method: DFT, ωB97M-V/def2-TZVPD

The geometry in XYZ format:
```
130
C26H78O26 | the OMol25 dataset | ωB97M-V/def2-TZVPD
H -5.942 2.167 -1.522
H 1.636 -2.492 5.027
H 2.784 0.526 -4.181
H -0.172 2.066 2.150
C -5.240 1.345 -1.236
H -0.333 3.597 3.843
H 0.007 2.021 -2.515
H -0.153 0.364 -0.438
H -0.262 -1.644 -1.709
H -1.758 2.482 1.722
C -0.568 -0.520 0.107
O -1.218 -1.453 4.040
H 0.152 -0.904 0.835
H -0.606 -3.349 -0.032
H 3.033 2.859 -2.239
H -2.845 -3.815 -3.093
H -6.565 -2.530 -0.089
O -0.891 -4.170 -2.975
C 1.045 0.839 -5.430
H 3.733 -3.131 2.829
O -5.642 -2.323 -0.333
C 1.831 1.003 -4.182
O -1.317 -2.679 -0.151
C 3.846 3.599 -0.372
O -1.131 5.219 1.291
H 2.313 -4.943 3.675
H 2.485 3.834 3.920
H -5.718 0.213 -3.059
H -3.213 -1.953 4.194
H 2.725 -5.234 -1.178
C 2.621 2.066 4.726
C 4.200 -0.875 -1.128
H -1.793 2.904 -3.616
O 0.900 -0.565 -5.764
O 3.011 -0.389 -0.547
C 2.007 -2.393 3.982
H 4.395 4.473 -0.789
H 1.616 1.315 -6.261
C 3.618 1.799 3.548
H 0.901 3.727 -1.473
C -2.061 -4.019 -3.814
H 2.485 4.318 0.613
O 1.041 0.665 -3.031
C 2.654 -3.909 0.624
H -0.855 -3.240 -2.623
C -1.365 3.482 -2.765
H 0.088 -0.804 -5.285
H 5.747 0.922 -0.177
O -2.198 1.123 4.989
O 0.958 -2.702 3.097
H 2.623 -1.159 0.000
H -2.798 -2.683 -5.250
H 4.387 0.784 -2.353
O 0.792 -4.694 -0.650
O -4.039 -0.593 -2.382
O 1.809 3.161 4.272
C -4.805 0.545 -2.506
H 0.068 1.294 -5.331
H 4.888 -1.306 -0.420
H -1.198 5.336 -3.939
H 1.268 4.570 -3.107
O 3.104 -4.676 4.152
H 0.149 -2.507 3.548
H 4.533 2.771 -0.243
C -0.888 2.955 2.121
H -2.546 -1.567 5.825
H -1.900 -0.717 1.438
H 3.912 -1.712 -1.813
H 3.033 1.410 2.750
H -2.248 3.778 -2.176
H 5.578 -0.424 -2.611
H 2.042 2.067 -4.093
H 1.582 0.483 -2.229
C 2.715 3.094 -1.262
O 2.345 -2.587 0.854
H -0.172 3.786 0.217
C 2.173 -4.337 -0.784
H -4.031 0.139 5.254
O -4.156 1.933 -0.600
H -3.700 -3.323 2.143
C -3.108 0.162 4.606
O -0.506 2.657 -2.005
C -4.801 -3.268 0.368
H -3.437 0.257 3.531
C -2.536 -1.269 4.734
C -4.278 -2.608 1.628
H -3.977 -3.533 -0.277
H 2.048 -4.616 1.205
H -6.083 -1.900 1.975
H 3.949 -2.823 4.593
C -0.285 4.063 1.284
H 1.644 -2.658 1.583
H -4.246 1.286 -3.089
H -0.776 -0.579 4.080
H -1.773 5.051 2.010
H -2.226 -4.956 -4.292
H 2.243 2.249 -0.747
H -1.917 -1.092 -1.296
H 3.711 -4.142 0.728
C -1.006 -1.509 -0.937
O 0.657 4.402 -3.805
O 6.003 0.932 -1.093
C -0.627 4.720 -3.197
H 2.281 -1.348 3.820
O 4.364 2.999 3.231
O -1.517 -1.728 -3.873
H -2.136 1.988 4.520
C 3.269 -3.302 3.829
O -5.367 -2.299 2.513
H 2.473 -3.566 -1.514
H -3.749 -1.681 1.331
H -5.698 0.678 -0.525
H 0.711 4.231 1.763
H -0.485 5.377 -2.337
C 5.042 0.139 -1.839
H -1.046 -3.092 -5.380
H -3.494 1.277 -0.510
O 3.357 3.937 0.902
H 4.314 0.969 3.826
H 1.896 1.234 4.839
H -5.279 -4.146 0.734
O -1.175 3.416 3.460
O -1.668 -0.033 0.794
C -1.869 -2.859 -4.690
H 4.046 3.261 2.377
H -4.538 -1.295 -1.974
H 3.148 2.235 5.662
O 1.766 4.175 -1.423
H -2.294 -1.233 -3.618
H 0.462 -4.880 -1.537
```

Properties
HOMO energy (eV): -9.8
Orbital gap (eV): 9.9

=====

Run 2
Molecular formula: C26H78O26
Method: DFT, ωB97M-V/def2-TZVPD

The geometry in XYZ format:
```
130
C26H78O26 | the OMol25 dataset | ωB97M-V/def2-TZVPD
H -1.258 -3.816 -0.504
H 3.043 3.551 0.598
H -3.233 -2.871 -0.948
H 1.662 0.756 5.339
C -2.524 -4.834 0.818
O 1.201 4.408 0.923
H -3.974 -4.981 -0.456
H -6.353 0.920 -0.491
H -3.069 3.338 1.418
C 0.593 -0.207 -1.249
C 0.081 0.428 -5.292
H 0.810 1.638 1.304
O -0.553 3.769 -1.015
C 4.642 -1.962 2.757
O -3.137 2.297 -0.692
C 1.168 0.921 -0.461
H 1.291 -0.452 -2.082
H -3.141 -4.336 -2.469
H -4.594 -0.607 0.105
H -1.767 -5.521 1.242
C 1.538 0.724 -5.293
H -2.076 0.651 2.105
H -2.767 4.969 4.315
H -4.698 1.064 0.830
H 2.280 -3.175 1.224
H -2.510 0.617 0.107
H 3.851 -1.170 0.812
H 4.324 -2.705 -3.868
C 2.624 4.459 1.020
H -3.983 0.404 3.871
C -1.893 -3.554 0.357
O -2.907 -2.610 -0.063
H -1.876 4.122 -2.586
H 2.120 0.608 -0.080
C 2.616 -6.025 0.805
O -3.030 3.427 2.369
C 1.564 -4.935 0.979
O -2.690 6.283 2.808
H 2.609 -7.740 1.751
H 4.151 5.947 0.538
H 0.050 4.355 -4.204
O 1.407 3.714 -2.791
O 0.504 -1.431 -0.514
H -2.066 -2.884 -5.446
O 1.683 3.353 5.662
H -2.885 -0.957 1.953
H -3.996 -4.094 -4.736
H -2.282 0.616 4.548
H 3.529 -5.749 1.383
H 3.541 -2.768 -1.269
O -1.346 -3.771 -3.769
C 3.120 5.676 0.297
H 1.260 -2.733 -1.500
H -1.409 -2.996 1.164
H -0.688 2.056 -6.021
C -2.973 -0.049 3.948
H -1.025 3.427 3.030
H 0.354 -1.198 0.397
H 1.190 3.336 3.652
O -5.584 0.724 -1.034
O -3.039 -1.296 4.574
C -4.572 0.446 -0.073
H 1.801 2.089 -3.741
H 2.086 -0.186 -5.493
H -0.987 2.568 -2.664
H -0.188 -0.043 -6.253
O 2.011 1.167 -3.970
H -3.893 2.586 -1.209
H -0.428 0.105 -1.674
H -3.272 -4.656 1.562
O 1.172 -2.881 -2.476
H -3.235 -1.262 5.501
H 3.017 4.466 2.070
O 2.118 -3.712 0.465
H 2.516 6.506 0.590
H -0.128 -0.212 -4.447
H 0.380 0.076 3.257
O 1.194 0.673 3.334
H 2.586 -4.344 -2.506
C 1.199 1.367 4.571
H 1.974 -0.797 2.656
H 0.861 3.976 0.097
C 3.549 -2.506 -3.143
C 0.159 4.309 -3.107
C -0.950 3.638 -2.389
H -3.052 0.522 -1.667
H -0.607 -3.342 -3.282
H 2.335 2.945 6.219
H 3.761 -0.070 2.168
O -3.908 -3.775 -2.636
O -3.187 -5.474 -0.269
H 0.641 -5.165 0.437
O 0.333 1.179 0.631
C 3.679 -1.099 1.909
H 2.837 2.796 4.068
C -1.763 4.099 2.620
O -0.725 1.642 -5.158
C 2.333 -3.472 -3.093
H 3.298 -2.057 4.061
O 2.960 5.503 -1.118
H 1.891 4.230 -2.163
H -1.388 4.419 1.673
H 1.760 1.516 -6.000
H -1.153 5.642 3.983
O -1.048 -0.979 2.814
O 2.054 -7.289 1.102
C -2.086 5.251 3.531
O 4.236 -2.493 -1.872
H 0.163 5.333 -2.697
H -3.611 6.079 2.690
O 2.353 -1.582 2.209
H 1.380 1.731 -1.177
H 2.766 6.343 -1.501
H 5.674 -1.629 2.585
H -1.256 -1.722 3.388
H 3.180 -1.501 -3.321
O 4.257 -1.884 4.115
H -1.137 3.106 -0.547
H 1.339 -4.711 2.043
H 1.918 -3.829 -3.996
C -3.293 0.897 -0.649
H -2.093 -1.918 -3.871
C 1.775 2.788 4.404
H 2.888 -6.044 -0.267
C -3.696 -3.313 -4.013
H -4.426 -2.529 -4.109
C -2.265 -0.300 2.615
C -2.250 -2.852 -4.334
H 0.151 1.515 4.921
H 4.540 -3.010 2.429
```

Properties
HOMO energy (eV): -9.8
Orbital gap (eV): 10.0

=====

Relative energies, kcal/mol: run 1 9.1; run 2 0.0.

=====

Run 1
Molecular formula: CH4N2O2S
Method: DFT, ωB97M-V/def2-TZVPD

The geometry in XYZ format:
```
10
CH4N2O2S | the OMol25 dataset | ωB97M-V/def2-TZVPD
O -0.442 -1.921 -2.324
H 1.391 1.021 1.332
C 1.032 0.439 0.509
H 1.293 -0.675 0.744
S -0.794 0.398 0.409
N -0.253 -1.516 -1.183
H 1.434 0.779 -0.445
N -1.230 -0.548 -0.782
O -1.328 0.274 1.754
H -1.103 1.748 -0.014
```

Properties
SMILES: C[S@H](=O)=NN=O
HOMO energy (eV): -9.6
Orbital gap (eV): 9.4

=====

Run 2
Molecular formula: CH4N2O2S
Method: DFT, ωB97M-V/def2-TZVPD

The geometry in XYZ format:
```
10
CH4N2O2S | the OMol25 dataset | ωB97M-V/def2-TZVPD
N -0.467 0.272 1.524
O 3.498 0.492 -0.398
O 1.421 -0.802 -0.398
H -1.902 1.237 0.609
H -0.424 -0.857 -0.903
C -1.206 0.475 0.488
H 0.284 -0.326 1.239
S 2.065 0.491 -0.405
H -2.067 -0.693 -1.098
N -1.202 -0.289 -0.658
```

Properties
HOMO energy (eV): -9.3
Orbital gap (eV): 7.8

=====

Run 3
Molecular formula: CH4N2O2S
Method: DFT, ωB97M-V/def2-TZVPD

The geometry in XYZ format:
```
10
CH4N2O2S | the OMol25 dataset | ωB97M-V/def2-TZVPD
S 2.544 -0.068 -0.138
O -1.695 -0.986 0.292
H 3.007 -0.077 1.224
C -0.185 0.760 -0.064
O -0.068 1.956 0.129
H 0.250 -1.138 -0.237
N 0.864 -0.125 0.120
H -2.140 1.170 -0.284
N -1.455 0.286 -0.348
H -1.123 -1.778 -0.695
```

Properties
HOMO energy (eV): -9.7
Orbital gap (eV): 8.7

=====

Run 4
Molecular formula: CH4N2O2S
Method: DFT, ωB97M-V/def2-TZVPD

The geometry in XYZ format:
```
10
CH4N2O2S | the OMol25 dataset | ωB97M-V/def2-TZVPD
H -1.301 -0.140 0.215
C -0.424 0.495 0.327
H -0.172 1.187 1.148
S 2.261 0.115 -0.075
O 3.500 -0.414 0.349
N 0.873 -0.574 0.534
N 1.318 -1.013 -0.819
H -0.288 0.967 -0.702
H 1.732 -1.922 -0.627
O 2.175 1.459 -0.524
```

Properties
SMILES: CN1NS1(=O)=O
HOMO energy (eV): -10.9
Orbital gap (eV): 11.6

=====

Relative energies, kcal/mol: run 1 89.1; run 2 0.0; run 3 96.7; run 4 59.7.